Record 1
Molecular formula: C32H31N2OP2S5SeY
Method: DFT, ωB97M-V/def2-TZVPD

- total charge = -2
- frontier orbital gap (eV) = 5.79
- highest occupied orbital energy (eV) = -1.5
- LUMO level (eV) = 4.254
- ΔE to the lowest compared entry with this formula, charge and spin (eV) = 0.7460

CARTESIAN COORDINATES (ANGSTROEM)
Y -0.304 -0.710 0.660
S 2.419 -2.216 1.153
P 1.696 -2.921 -0.594
C 0.024 -2.705 -0.729
P -0.493 -2.058 -2.205
S -0.141 -0.114 -2.547
C -0.019 -3.113 -3.659
C -0.113 -4.502 -3.552
C 0.302 -5.320 -4.596
C 0.814 -4.755 -5.764
C 0.902 -3.373 -5.878
C 0.489 -2.560 -4.825
C -2.314 -2.343 -2.300
C -3.054 -1.918 -3.407
C -4.414 -2.177 -3.488
C -5.056 -2.858 -2.452
C -4.328 -3.272 -1.349
C -2.957 -3.023 -1.275
C 2.092 -4.744 -0.611
C 1.059 -5.647 -0.379
C 1.313 -7.013 -0.270
C 2.610 -7.495 -0.394
C 3.653 -6.600 -0.613
C 3.394 -5.238 -0.710
C 2.793 -2.280 -1.939
C 3.247 -0.962 -1.861
C 4.037 -0.423 -2.865
C 4.393 -1.196 -3.968
C 3.941 -2.504 -4.063
C 3.138 -3.036 -3.055
H -0.493 -4.933 -2.632
H 0.238 -6.397 -4.493
H 1.148 -5.391 -6.575
H 1.311 -2.925 -6.778
H 0.582 -1.479 -4.883
H -2.557 -1.366 -4.197
H -4.979 -1.842 -4.351
H -6.122 -3.050 -2.503
H -4.823 -3.781 -0.530
H -2.382 -3.314 -0.405
H 0.053 -5.247 -0.285
H 0.495 -7.699 -0.083
H 2.809 -8.559 -0.316
H 4.671 -6.965 -0.700
H 4.216 -4.545 -0.854
H 2.986 -0.359 -1.001
H 4.364 0.608 -2.790
H 5.013 -0.775 -4.751
H 4.196 -3.111 -4.925
H 2.761 -4.048 -3.161
S -0.417 3.598 2.919
C -0.228 2.272 1.862
S 1.230 1.316 1.844
S -1.469 1.800 0.744
C 2.543 -0.869 4.143
N 1.628 0.011 4.856
C 2.026 1.034 5.700
C 0.909 1.648 6.124
N -0.155 0.986 5.535
C -1.559 1.375 5.650
C 0.285 -0.022 4.745
Se -0.821 -1.037 3.633
H 3.218 -1.344 4.858
H 3.103 -0.297 3.404
H 1.959 -1.623 3.622
H 3.064 1.250 5.887
H 0.770 2.511 6.750
H -1.696 1.876 6.608
H -2.176 0.484 5.597
H -1.821 2.042 4.829
C -3.435 -0.998 1.379
O -2.168 -1.583 1.322
H -3.487 -0.201 2.132
H -4.213 -1.738 1.631
H -3.734 -0.549 0.422


Record 2
Molecular formula: C32H31N5O9SY
Method: DFT, ωB97M-V/def2-TZVPD

- total charge = -1
- frontier orbital gap (eV) = 6.83
- highest occupied orbital energy (eV) = -4.7
- LUMO level (eV) = 2.103

CARTESIAN COORDINATES (ANGSTROEM)
Y 0.372 -0.037 1.153
O -2.055 -2.041 4.429
C -1.483 -1.680 3.395
N -0.379 -0.964 3.215
C 0.403 -0.530 4.302
C -0.069 -0.291 5.590
C 0.791 0.178 6.576
C 2.128 0.401 6.288
C 2.617 0.164 5.009
C 1.766 -0.292 4.006
N 2.132 -0.476 2.656
C 3.384 -0.769 2.307
O 4.391 -0.930 3.000
C 3.538 -0.940 0.802
C 4.807 -1.122 0.272
C 4.953 -1.244 -1.098
C 3.826 -1.185 -1.903
C 2.598 -1.011 -1.292
N 2.447 -0.891 0.029
C -2.078 -2.155 2.077
C -3.265 -2.876 2.088
C -3.776 -3.355 0.897
C -3.080 -3.103 -0.278
C -1.914 -2.363 -0.206
N -1.420 -1.895 0.942
H -1.108 -0.481 5.810
H 0.410 0.363 7.573
H 2.800 0.760 7.058
H 3.658 0.327 4.778
H 5.637 -1.151 0.963
H 5.935 -1.372 -1.537
H 3.878 -1.238 -2.981
H 1.691 -0.944 -1.877
H -3.741 -3.042 3.044
H -4.700 -3.919 0.882
H -3.434 -3.459 -1.237
H -1.355 -2.114 -1.098
C -0.771 4.312 2.299
C 0.172 3.139 2.128
C 1.307 3.159 3.138
O -0.554 1.907 2.370
C 0.772 3.084 0.701
O 0.837 4.106 0.031
O 1.187 1.919 0.346
H -1.158 4.331 3.319
H -1.607 4.235 1.600
H -0.248 5.241 2.082
H 0.905 3.103 4.151
H 1.886 4.076 3.024
H 1.970 2.306 2.986
H -1.350 1.935 1.812
C -3.664 -2.881 -4.980
C -2.489 -1.944 -4.899
C -1.346 -2.285 -4.185
C -0.274 -1.410 -4.093
C -0.341 -0.178 -4.722
C -1.462 0.171 -5.462
C -2.528 -0.709 -5.544
S 0.983 0.992 -4.526
O 0.778 1.978 -5.548
O 2.204 0.236 -4.450
N 0.814 1.715 -3.095
C -0.369 2.491 -2.737
C -1.550 1.663 -2.202
C -1.170 0.819 -1.007
O -1.673 1.051 0.122
O -0.302 -0.092 -1.160
H -3.444 -3.832 -4.496
H -3.934 -3.082 -6.018
H -4.540 -2.450 -4.492
H -1.291 -3.250 -3.693
H 0.614 -1.684 -3.540
H -1.487 1.129 -5.964
H -3.406 -0.435 -6.118
H 1.232 1.210 -2.322
H -0.683 3.045 -3.622
H -0.047 3.215 -1.986
H -1.933 0.996 -2.976
H -2.347 2.345 -1.908


Record 3
Molecular formula: C32H32AlN4OS4
Method: DFT, ωB97M-V/def2-TZVPD

- total charge = +3
- frontier orbital gap (eV) = 6.00
- highest occupied orbital energy (eV) = -15.1
- LUMO level (eV) = -9.117
- ΔE to the lowest compared entry with this formula, charge and spin (eV) = 0.1645

CARTESIAN COORDINATES (ANGSTROEM)
Al 0.006 -0.138 -0.253
S -0.800 -0.031 6.711
C -2.420 -0.024 7.218
C -3.293 -0.007 6.168
C -2.629 -0.024 4.924
C -1.258 -0.053 5.051
C -0.260 -0.092 3.995
C -0.651 -0.107 2.643
N 0.225 -0.141 1.638
C 1.560 -0.164 1.913
C 2.050 -0.153 3.217
C 3.477 -0.186 3.409
C 4.324 -0.232 2.357
C 3.832 -0.248 1.003
C 4.645 -0.299 -0.136
C 4.099 -0.320 -1.420
C 2.696 -0.282 -1.513
N 1.901 -0.224 -0.444
C 2.454 -0.211 0.802
C 4.914 -0.382 -2.621
C 4.500 -0.283 -3.931
C 5.563 -0.391 -4.849
C 6.766 -0.572 -4.227
S 6.620 -0.603 -2.535
C 1.110 -0.115 4.254
H -2.651 -0.023 8.272
H -4.365 0.008 6.286
H -3.163 -0.025 3.984
H -1.698 -0.090 2.372
H 3.861 -0.177 4.420
H 5.394 -0.260 2.517
H 5.720 -0.321 -0.006
H 2.209 -0.307 -2.479
H 3.477 -0.129 -4.245
H 5.451 -0.338 -5.921
H 7.737 -0.688 -4.682
H 1.467 -0.105 5.276
N -3.738 -5.479 -2.623
C -2.538 -5.495 -2.028
S -1.687 -6.859 -1.744
C -1.974 -4.151 -1.632
C -2.584 -2.928 -1.932
C -1.994 -1.749 -1.539
N -0.828 -1.718 -0.860
C -0.228 -2.900 -0.564
C -0.764 -4.105 -0.929
H -4.139 -6.361 -2.905
H -4.288 -4.656 -2.786
H -3.512 -2.856 -2.479
H -2.445 -0.794 -1.772
H 0.708 -2.851 -0.020
H -0.264 -5.032 -0.685
C -3.415 1.285 -3.481
C -3.405 2.727 -3.000
C -2.749 2.906 -1.637
S -0.968 2.573 -1.752
O -0.751 1.289 -0.854
C -0.207 3.891 -0.778
C -0.303 3.772 0.736
C -1.697 3.913 1.328
H -3.831 1.214 -4.484
H -4.031 0.663 -2.826
H -2.405 0.863 -3.528
H -4.426 3.102 -2.905
H -2.916 3.377 -3.730
H -3.137 2.222 -0.879
H -2.847 3.923 -1.260
H -0.681 4.798 -1.168
H 0.832 3.904 -1.115
H 0.349 4.558 1.125
H 0.157 2.831 1.050
H -2.198 4.812 0.967
H -1.634 3.996 2.412
H -2.333 3.054 1.105


We obtain F_max values of 0.0206, 0.0074, 0.0049 Eh/bohr for the records listed above, in that order.